[1]
The following is a quantum chemistry calculation of a molecular structure, C51H47N8O2PtS4Sb in a non-equilibrium geometry, from the Open Molecules 2025 dataset.

Molecular weight   1249.1 g mol⁻¹
Highest occupied orbital energy (spin up / spin down)   -11.855 / -11.849 eV
Charge   +2
Energy above the lowest of the compared OMol25 structures with the same formula, charge and spin   39.8 kcal per mole
Energy   -122775.9523 eV

XYZ file:
```
114
Properties=species:S:1:pos:R:3:forces:R:3:lowdin_charge:R:1
Pt -0.593 0.827 1.702 0.193 3.039 -1.693 0.503
N -0.750 -8.068 3.294 0.040 -0.027 0.028 0.137
C -0.295 -6.818 3.037 0.132 0.170 -0.047 -0.301
C -0.960 -5.979 2.122 -0.077 -0.032 0.029 -0.013
C -0.479 -4.719 1.848 -0.038 -0.043 -0.034 -0.060
C 0.663 -4.267 2.497 0.330 0.174 -0.042 -0.324
C 1.334 -5.072 3.408 0.057 0.085 0.007 -0.046
C 0.869 -6.339 3.667 -0.081 -0.062 0.014 -0.004
S 1.329 -2.699 2.106 -0.928 0.840 0.325 0.715
O 1.499 -2.856 0.577 -0.228 0.140 -0.335 -0.494
O 2.596 -2.451 2.701 0.279 -0.334 0.162 -0.237
N 0.284 -1.481 2.219 0.541 -1.777 0.017 -0.175
C -0.257 -1.358 3.471 -0.334 -0.166 0.635 -0.500
N -1.148 -0.351 3.632 0.740 -0.448 -0.465 0.015
C -1.662 -0.184 4.851 -0.066 0.159 -0.099 -0.104
C -1.322 -0.992 5.915 -0.056 -0.003 0.006 -0.023
C -0.428 -2.019 5.646 -0.021 0.037 -0.091 -0.077
N 0.087 -2.210 4.443 0.107 0.160 -0.080 0.131
H -1.606 -8.405 2.896 -0.006 -0.005 0.007 0.108
H -0.286 -8.644 3.972 -0.055 -0.039 -0.004 0.110
H -1.857 -6.337 1.634 0.000 0.013 -0.031 0.116
H -0.987 -4.091 1.125 -0.035 -0.019 0.042 0.098
H 2.217 -4.685 3.901 0.019 -0.061 0.017 0.124
H 1.399 -6.979 4.361 -0.001 0.017 0.030 0.121
H -2.368 0.631 4.957 0.034 0.020 0.049 0.112
H -1.730 -0.831 6.900 -0.037 -0.009 -0.002 0.111
H -0.106 -2.714 6.413 -0.039 0.029 0.053 0.125
S -2.519 1.840 0.605 1.022 -0.979 -0.385 0.768
C -1.995 2.220 -0.962 -1.960 0.718 1.304 -0.618
N -2.613 3.193 -1.655 0.774 -0.352 -0.045 -0.087
C -2.185 3.393 -3.032 0.218 -0.058 -0.239 -0.097
C -1.964 2.033 -3.656 -0.340 0.269 -0.173 -0.076
N -0.915 1.347 -2.909 -0.566 0.015 0.795 -0.064
C 0.027 0.549 -3.679 0.400 -0.091 -0.382 -0.119
C 0.928 1.410 -4.530 0.014 0.054 -0.012 -0.225
C 0.822 1.399 -5.916 -0.019 -0.088 0.037 -0.041
C 1.640 2.214 -6.685 0.048 0.060 -0.038 -0.057
C 2.563 3.048 -6.071 -0.055 -0.055 -0.027 -0.058
C 2.672 3.060 -4.686 0.045 0.068 0.050 -0.059
C 1.861 2.243 -3.918 -0.071 -0.039 0.053 -0.045
C -0.934 1.456 -1.586 1.512 -0.834 -0.593 -0.573
S 0.348 0.859 -0.619 -1.048 0.586 1.204 0.720
C -3.252 4.335 -0.978 0.070 0.227 0.209 -0.102
C -2.215 5.370 -0.591 -0.047 -0.043 -0.086 -0.209
C -1.606 5.328 0.661 -0.068 -0.018 -0.022 -0.035
C -0.656 6.275 1.008 0.060 0.002 0.026 -0.057
C -0.292 7.262 0.104 0.014 -0.037 -0.027 -0.065
C -0.880 7.298 -1.152 0.034 0.024 -0.037 -0.064
C -1.838 6.357 -1.497 -0.027 -0.011 0.015 -0.048
H -1.254 3.971 -3.069 -0.077 0.081 -0.023 0.146
H -2.958 3.939 -3.570 -0.032 -0.028 0.039 0.145
H -1.646 2.138 -4.692 0.069 -0.016 0.029 0.138
H -2.890 1.449 -3.623 0.081 -0.058 -0.050 0.151
H -0.540 -0.137 -4.314 -0.089 0.044 0.083 0.137
H 0.629 -0.040 -2.986 -0.045 0.081 0.036 0.043
H 0.110 0.741 -6.402 -0.023 0.010 0.007 0.118
H 1.556 2.201 -7.763 -0.007 -0.015 -0.003 0.115
H 3.199 3.685 -6.671 0.004 0.009 0.000 0.115
H 3.391 3.711 -4.206 0.017 -0.008 0.006 0.114
H 1.952 2.237 -2.837 0.027 0.064 0.013 0.104
H -3.768 3.968 -0.097 -0.113 -0.020 -0.062 0.091
H -3.986 4.759 -1.662 -0.001 -0.090 -0.027 0.136
H -1.879 4.555 1.368 -0.020 0.024 0.044 0.073
H -0.203 6.247 1.990 0.010 -0.020 0.000 0.111
H 0.449 8.002 0.375 -0.007 0.014 0.012 0.112
H -0.599 8.064 -1.862 -0.013 0.016 0.004 0.111
H -2.305 6.403 -2.475 -0.044 0.036 0.011 0.114
C -0.540 3.783 7.267 0.027 0.119 0.049 -0.017
C -0.754 3.405 5.839 -0.232 -0.055 -0.244 -0.310
C -2.007 3.552 5.223 0.050 -0.031 -0.068 -0.005
C -2.125 3.097 3.927 0.004 0.115 0.301 -0.154
N -1.086 2.585 3.273 0.014 -0.116 0.017 -0.091
C 0.090 2.507 3.916 -0.648 0.406 0.141 -0.849
S 1.344 1.788 2.968 -0.456 -1.178 -0.716 0.642
N 0.273 2.893 5.170 0.502 -0.099 0.199 0.127
H -0.470 4.869 7.355 0.013 0.006 0.008 0.096
H 0.382 3.347 7.639 0.006 -0.006 -0.019 0.086
H -1.380 3.462 7.882 -0.001 0.002 0.004 0.087
H -2.846 3.985 5.748 -0.013 -0.012 0.015 0.119
H -3.067 3.140 3.388 -0.010 0.006 0.025 0.108
C 2.613 -6.352 -2.899 0.005 0.033 0.005 -0.046
C 3.454 -5.249 -2.946 0.022 -0.016 0.022 -0.052
C 2.983 -4.004 -2.557 0.056 0.053 -0.088 -0.105
C 1.671 -3.880 -2.117 -0.111 0.775 0.057 -0.316
C 0.825 -4.982 -2.061 -0.195 0.071 -0.044 -0.113
C 1.301 -6.220 -2.463 -0.023 -0.020 0.048 -0.054
Sb 1.075 -2.058 -1.180 0.333 -1.452 0.385 1.742
C 2.858 -0.808 -1.181 -0.707 -0.209 -0.215 -0.357
C 3.286 -0.312 0.040 -0.093 -0.162 0.126 -0.131
C 4.351 0.578 0.049 -0.039 0.010 0.038 -0.032
C 4.955 0.963 -1.141 -0.034 -0.019 -0.047 -0.040
C 4.522 0.434 -2.349 0.010 0.033 -0.042 -0.061
C 3.454 -0.453 -2.381 -0.157 -0.108 -0.062 -0.143
C -1.121 -2.179 -1.290 0.804 0.484 -0.315 -0.305
C -1.940 -1.872 -0.221 0.015 -0.040 0.346 -0.154
C -3.317 -1.845 -0.401 0.038 -0.042 -0.097 -0.054
C -3.861 -2.085 -1.654 -0.014 0.040 0.095 -0.049
C -3.031 -2.398 -2.720 -0.023 -0.066 -0.140 -0.062
C -1.656 -2.451 -2.545 0.348 0.004 -0.125 -0.136
H 2.983 -7.323 -3.200 0.003 -0.007 -0.008 0.118
H 4.481 -5.357 -3.268 -0.010 -0.010 -0.044 0.118
H 3.640 -3.144 -2.595 0.043 -0.057 0.060 0.090
H -0.193 -4.875 -1.703 0.012 -0.073 -0.013 0.099
H 0.653 -7.085 -2.424 -0.010 0.001 0.004 0.116
H 2.821 -0.618 0.970 0.057 0.111 0.016 0.078
H 4.694 0.978 0.993 0.016 -0.012 0.012 0.124
H 5.762 1.682 -1.127 0.048 -0.044 0.005 0.119
H 4.999 0.718 -3.278 0.020 0.012 0.006 0.119
H 3.106 -0.854 -3.326 0.035 0.053 -0.035 0.111
H -1.525 -1.681 0.754 0.120 0.157 0.155 0.051
H -3.956 -1.622 0.443 -0.004 0.009 0.009 0.120
H -4.932 -2.028 -1.797 -0.001 -0.054 -0.022 0.118
H -3.454 -2.611 -3.694 0.016 -0.008 -0.007 0.117
H -1.011 -2.714 -3.377 -0.047 -0.010 -0.045 0.106
```
Forces are in eV/Å.



[2]
The following is a quantum chemistry calculation of a molecular structure, C30H45CrNO3P2S in a non-equilibrium geometry, from the Open Molecules 2025 dataset.

2S+1   4
Molecular weight   613.7 g mol⁻¹
Highest occupied orbital energy (spin up / spin down)   -10.276 / -10.281 eV
Charge   +1
Energy above the lowest of the compared OMol25 structures with the same formula, charge and spin   243.8 kcal per mole
Energy   -97289.8711 eV
⟨S²⟩   4.0960

XYZ file:
```
83
Properties=species:S:1:pos:R:3:forces:R:3:lowdin_charge:R:1
Cr 0.536 -1.442 -1.462 -0.561 -0.604 5.908 0.477
C -0.801 -2.706 1.236 0.304 0.467 0.181 -0.192
C 0.529 -3.036 0.737 0.807 0.914 0.251 -0.277
C 0.657 -1.200 2.167 -1.733 0.328 0.494 -0.189
C -0.716 -1.513 1.986 1.275 0.421 0.246 -0.191
C 1.425 -2.171 1.459 -0.309 -1.287 -1.126 -0.210
C -2.013 -3.572 1.171 -0.285 -0.086 -0.263 -0.018
H -1.965 -4.310 0.356 -0.035 0.168 0.335 0.078
H -2.919 -2.956 1.030 0.276 -0.329 0.127 0.085
H -2.144 -4.139 2.116 0.110 0.343 -0.423 0.121
C -1.842 -0.742 2.564 -0.278 0.265 0.342 -0.025
H -2.813 -1.175 2.305 0.113 0.035 0.121 0.077
H -1.835 0.305 2.224 0.052 -0.258 0.091 0.064
H -1.744 -0.737 3.656 -0.232 0.077 -0.117 0.101
C 1.217 -0.142 3.046 -0.160 0.444 0.239 -0.049
H 1.855 -0.578 3.832 -0.222 0.093 -0.129 0.110
H 0.402 0.428 3.505 0.251 -0.117 0.097 0.086
H 1.846 0.582 2.490 -0.503 -0.545 0.657 0.004
C 2.876 -2.412 1.676 0.490 -0.032 -0.148 -0.032
H 3.045 -2.987 2.611 -0.216 0.216 -0.407 0.119
H 3.433 -1.466 1.782 -0.267 -0.388 0.051 0.071
H 3.315 -2.993 0.849 -0.099 0.162 0.353 0.086
C 0.914 -4.411 0.303 0.190 -0.289 0.027 -0.049
H 1.115 -5.040 1.182 0.002 -0.018 -0.226 0.105
H 1.822 -4.391 -0.303 0.048 -0.152 -0.008 0.078
H 0.136 -4.909 -0.279 0.025 0.043 -0.023 0.074
C -1.381 0.856 -3.319 0.499 1.771 0.388 -0.261
C -2.059 -0.419 -3.652 -1.558 -1.847 0.936 -0.361
C -1.491 -1.400 -4.647 0.011 0.190 -0.649 -0.161
C 0.038 -1.571 -4.530 -0.057 0.065 -0.530 -0.150
C 0.769 -1.091 -3.294 1.806 0.292 -2.332 -0.357
C 1.451 0.152 -3.361 1.081 -2.421 -1.376 -0.035
C 1.044 1.237 -4.267 -0.627 1.063 0.563 -0.136
C -0.479 1.437 -4.410 -0.405 0.489 -0.058 -0.134
H -1.708 -1.056 -5.668 -0.058 -0.303 0.171 0.127
H 0.555 -1.040 -5.325 -0.284 -0.184 -0.428 0.118
H -1.975 -2.385 -4.509 0.080 0.620 -0.172 0.120
H -0.831 1.065 -5.391 0.217 0.095 0.491 0.124
H -1.969 1.680 -2.858 0.036 -0.860 -0.444 0.141
H -3.141 -0.491 -3.517 -0.004 0.201 -0.587 0.136
H -0.682 2.522 -4.424 0.248 -0.464 -0.097 0.130
H 1.502 2.188 -3.929 -0.027 -0.551 -0.119 0.138
H 2.517 0.132 -3.141 -0.439 0.370 0.907 0.116
H 1.445 1.068 -5.278 0.285 -0.275 0.291 0.153
H 0.302 -2.628 -4.652 -0.056 0.177 -0.046 0.133
H 1.315 -2.033 -2.791 0.834 0.988 -2.210 0.132
P -1.287 -0.527 -2.051 -0.694 2.523 -1.781 0.838
C -2.488 -0.061 -0.860 -0.506 0.033 0.756 -0.144
C -1.192 -2.608 -2.032 0.097 -1.506 1.130 -0.140
P 2.391 0.653 0.258 -0.738 -0.255 -1.013 0.929
C 0.780 0.495 -0.654 -0.298 0.218 -0.811 -0.326
C 3.389 -0.423 -0.897 0.580 -0.024 -0.187 -0.271
C 2.752 2.361 -0.241 0.351 -0.200 -0.164 -0.266
H -2.040 0.640 -0.134 -0.359 -0.264 -0.104 0.040
H -2.810 -0.995 -0.373 -0.235 0.478 0.081 0.064
H -3.305 0.432 -1.413 0.169 -0.301 0.455 0.089
H -0.672 -3.195 -2.795 0.029 0.050 0.116 0.071
H -2.238 -2.581 -2.333 0.044 0.139 -0.015 0.077
H -1.207 -3.161 -1.087 0.211 0.062 -0.293 0.012
H 2.620 2.531 -1.319 0.216 0.030 0.169 0.039
H 3.789 2.507 0.083 -0.079 0.435 -0.214 0.054
H 2.059 2.989 0.357 0.458 -0.302 -0.349 0.013
H -0.071 0.927 -0.083 0.238 -0.301 -0.064 0.017
H 0.842 1.139 -1.574 0.033 0.089 0.662 0.031
H 4.208 -0.823 -0.281 -0.111 -0.087 -0.514 0.041
H 3.824 0.163 -1.724 -0.037 -0.325 0.298 0.045
H 2.858 -1.315 -1.340 0.364 0.496 0.431 0.027
O 1.912 5.231 2.931 -0.163 -0.846 0.009 -0.300
S 1.365 3.915 3.177 -1.377 0.937 -1.424 0.628
O 2.160 2.973 3.901 0.481 -0.507 0.126 -0.301
N 0.741 3.240 1.794 0.345 -0.484 0.012 -0.074
C -0.547 2.886 1.884 0.570 -0.410 -0.451 -0.507
O -1.170 2.124 1.086 0.459 0.751 0.363 -0.079
C -1.177 3.433 3.106 -0.056 0.048 0.976 -0.145
C -2.492 3.296 3.540 -0.190 -0.345 -0.685 -0.024
C -2.851 3.812 4.776 0.457 0.694 1.002 -0.066
C -1.880 4.459 5.595 -0.305 -0.591 -0.959 -0.047
C -0.548 4.541 5.152 -0.205 0.513 0.944 -0.038
C -0.218 4.032 3.921 -1.059 -0.099 0.361 -0.233
H -3.216 2.775 2.885 0.456 0.416 0.504 0.124
H -3.884 3.739 5.140 0.490 0.000 -0.223 0.107
H -2.180 4.872 6.559 0.160 -0.129 -0.290 0.106
H 0.227 5.015 5.769 -0.421 -0.220 -0.204 0.129
```
Forces are in eV/Å.



[3]
The following is a quantum chemistry calculation of a molecular structure, C12H26LiNO11 in a non-equilibrium geometry, from the Open Molecules 2025 dataset.

Molecular weight   367.3 g mol⁻¹
Highest occupied orbital energy   -0.195 eV
Charge   -2
Energy above the lowest of the compared OMol25 structures with the same formula, charge and spin   2.9 kcal per mole
Energy   -37082.6954 eV

XYZ file:
```
51
Properties=species:S:1:pos:R:3:forces:R:3:lowdin_charge:R:1
Li -4.150 -14.436 15.395 1.037 0.047 -0.384 0.638
C -4.033 -12.106 17.507 0.559 0.428 -1.791 -0.398
O -4.485 -12.576 16.298 -1.023 -0.788 -0.054 -0.457
H -4.697 -11.294 17.863 -0.238 -0.295 0.972 0.034
H -3.750 -12.909 18.208 -0.447 0.154 0.608 0.055
H -3.090 -11.552 17.328 0.275 0.065 0.457 0.043
C -9.976 -16.247 15.994 -0.035 -0.692 0.434 -0.065
C -9.051 -15.767 17.119 0.505 0.154 -0.828 -0.157
N -8.337 -14.479 16.804 -0.142 1.601 1.227 -0.253
C -7.627 -14.602 15.509 -0.588 1.222 -1.716 0.011
C -9.339 -13.312 16.777 -0.444 -0.209 -1.724 -0.160
C -8.860 -11.901 16.454 1.032 0.135 1.086 -0.051
C -7.277 -14.154 17.841 0.482 -2.071 0.929 -0.067
C -7.806 -14.046 19.283 2.001 0.926 -0.470 -0.197
O -8.360 -12.768 19.412 -2.170 1.108 0.536 -0.216
C -9.132 -12.612 20.609 0.658 -0.255 -0.458 -0.087
H -10.182 -17.287 16.258 -0.489 0.085 0.121 0.082
H -9.577 -16.363 14.987 0.506 0.510 0.163 0.083
H -10.903 -15.681 15.925 -0.032 -0.069 0.125 0.072
H -8.235 -16.471 17.285 -0.043 -0.118 -0.114 0.141
H -9.593 -15.676 18.057 -0.102 0.235 -0.092 0.116
H -8.286 -14.229 14.718 -0.315 -0.128 0.123 0.107
H -7.417 -15.620 15.199 0.814 0.040 0.660 0.119
H -6.828 -13.859 15.471 0.648 -0.670 0.230 0.105
H -9.962 -13.286 17.666 0.299 -0.436 0.198 0.119
H -9.944 -13.577 15.908 -0.433 -0.150 0.269 0.109
H -8.387 -11.796 15.480 -0.250 -0.015 -0.086 0.089
H -8.156 -11.507 17.191 0.288 -0.405 -0.046 0.079
H -9.691 -11.211 16.610 -0.331 -0.240 -0.573 0.082
H -6.597 -13.372 17.487 -0.404 0.596 0.035 0.123
H -6.582 -15.003 17.803 0.016 -0.192 -0.051 0.125
H -6.930 -13.993 19.946 0.269 -0.647 -0.264 0.139
H -8.392 -14.890 19.660 -0.517 0.180 -0.323 0.116
H -10.000 -13.276 20.584 0.154 -0.403 0.299 0.082
H -9.557 -11.618 20.745 0.431 0.267 -0.557 0.083
H -8.443 -12.791 21.437 -0.395 -0.271 0.397 0.089
O -5.089 -15.401 11.082 -1.028 0.870 1.153 -0.021
C -4.432 -15.502 12.323 3.228 -2.405 1.383 -0.822
O -3.439 -16.237 12.411 -1.148 0.652 -0.995 -0.004
O -4.979 -14.868 13.267 -1.279 0.800 0.130 -0.114
H -5.778 -14.885 11.560 -0.382 0.102 -1.422 0.060
O -3.653 -17.942 17.625 -1.393 0.035 0.790 0.024
C -3.712 -17.002 16.623 1.356 1.737 -3.588 -0.825
O -2.858 -17.036 15.746 0.118 -0.854 1.090 0.033
O -4.663 -16.134 16.607 -1.032 -0.501 1.667 -0.151
H -4.537 -17.792 17.998 0.319 -0.286 0.456 0.067
O -1.756 -11.853 15.016 -0.987 0.078 0.116 0.013
C -1.592 -13.049 14.380 2.200 -4.008 -1.161 -0.827
O -0.790 -13.194 13.423 -0.337 2.002 0.301 -0.086
O -2.138 -14.072 14.905 -1.140 1.342 0.529 -0.121
H -2.524 -12.158 15.550 -0.071 0.732 0.211 0.042
```
Forces are in eV/Å.